No. 1
ORCA calculation (ωB97M-V with the def2-TZVPD basis set) on a molecular structure, C44H47F3HfN6O4PS3.

The highest occupied orbital energy is -4.592 eV. The energy above the lowest of the compared OMol25 structures with the same formula, charge and spin comes out at 0.000 eV. Its total charge is -1. The calculation puts the orbital gap at 0.230 Ha. The energy comes out at -4218.144837 hartree. For the largest force on an atom, the calculation gives 1.26 eV/A. Its spin multiplicity is 1. The calculation puts the LUMO energy at 1.657 eV.

Geometry as XYZ:
```
109
Properties=species:S:1:pos:R:3:forces:R:3:lowdin_charge:R:1
Hf 0.01666 0.75497 -0.41055 0.281 0.625 -0.385 1.32
S -0.32917 -2.84814 -1.93645 -0.015 -0.079 -0.162 0.99
C -0.39185 -1.87617 -3.44025 -0.021 0.084 0.078 -0.51
C -1.19562 -2.54372 -4.37416 -0.034 -0.041 0.001 -0.17
C -1.51993 -1.99653 -5.59881 -0.004 -0.013 0.011 -0.12
C -1.01732 -0.74439 -5.92360 0.007 0.010 -0.020 -0.11
C -0.21173 -0.08690 -5.01705 0.000 0.027 -0.023 -0.15
C 0.12780 -0.60889 -3.75807 -0.003 0.033 0.045 -0.64
S 1.16966 0.44495 -2.78286 -0.197 -0.039 -0.018 0.59
H -1.57531 -3.52506 -4.11194 -0.012 -0.004 0.001 0.08
H -2.15376 -2.54218 -6.28614 -0.006 -0.008 -0.007 0.09
H -1.25542 -0.28001 -6.87235 -0.004 0.001 -0.005 0.09
H 0.17833 0.89479 -5.25537 -0.003 -0.002 0.001 0.09
F -2.24921 4.12354 3.63044 -0.035 -0.064 0.059 0.12
C -2.36433 2.86072 4.08173 0.025 -0.007 -0.021 -0.60
F -2.42152 2.94676 5.43699 -0.016 0.023 -0.105 0.10
F -3.56251 2.40113 3.68496 0.055 0.045 0.052 0.12
C -1.22733 1.98538 3.64023 -0.029 0.035 0.021 -0.13
C -0.35603 1.47361 4.57685 0.050 -0.065 0.003 -0.01
C 0.71584 0.67320 4.18525 -0.062 0.057 0.020 -0.06
C 0.85045 0.41045 2.83965 -0.021 -0.047 -0.012 -0.16
N 0.02016 0.90762 1.92868 -0.124 -0.290 -0.030 -0.10
C -1.02014 1.71462 2.26431 0.115 -0.098 -0.042 -0.71
S -1.91148 2.33287 0.94535 0.164 0.034 0.019 0.68
H -0.51152 1.69956 5.62298 0.006 0.004 0.006 0.12
H 1.41126 0.26361 4.90296 0.001 -0.002 0.008 0.10
H 1.64014 -0.22264 2.45227 -0.010 -0.001 -0.027 0.10
N 3.96860 -5.25356 4.15188 0.036 -0.027 0.062 0.16
C 2.94298 -4.74786 4.04056 -0.104 0.060 -0.093 -0.18
C 1.65578 -4.11918 3.90086 0.092 -0.053 0.054 -0.20
C 0.64559 -4.36964 4.82388 -0.020 -0.008 0.016 -0.02
C -0.57093 -3.73736 4.65216 0.019 -0.004 -0.012 -0.05
C -0.72367 -2.88333 3.56705 -0.027 0.024 -0.019 -0.12
N 0.23599 -2.64117 2.68077 0.000 -0.031 -0.006 0.11
C 1.40379 -3.24759 2.84183 0.013 0.022 0.026 -0.08
H 0.82083 -5.04375 5.65180 -0.002 0.000 0.002 0.12
H -1.38665 -3.89712 5.34305 -0.009 -0.001 0.006 0.10
H -1.66019 -2.36200 3.39922 -0.008 0.006 0.002 0.11
H 2.17131 -3.03592 2.10505 0.009 -0.014 0.052 0.11
C 3.18220 5.64844 1.44522 -0.012 0.048 0.041 -0.08
C 2.03368 4.69018 1.11621 -0.043 -0.020 -0.001 -0.58
C 0.76133 5.49837 0.81265 0.010 0.039 0.029 -0.09
C 1.71055 3.86298 2.37276 -0.053 0.087 -0.035 -0.09
P 2.30007 3.50914 -0.33601 0.020 -0.162 0.105 0.87
N 1.22958 2.38066 -0.31732 0.050 -0.304 -0.079 -0.39
C 2.21922 4.54377 -1.91736 -0.071 -0.079 -0.016 -0.59
C 2.87135 5.92782 -1.83485 -0.014 0.058 -0.043 -0.09
C 2.88394 3.78168 -3.07533 -0.044 0.075 -0.028 -0.10
C 0.73471 4.70766 -2.29684 0.044 0.009 -0.071 -0.09
C 4.03525 2.77098 -0.18570 -0.013 -0.038 -0.060 -0.59
C 4.12584 1.54866 -1.11609 -0.008 0.053 0.019 -0.11
C 5.19480 3.72919 -0.48120 0.016 0.011 0.049 -0.08
C 4.21731 2.22899 1.23944 -0.018 0.049 0.027 -0.09
H 2.84668 6.31902 2.24275 0.000 0.015 0.011 0.09
H 3.49044 6.26768 0.60321 -0.025 -0.039 0.089 0.06
H 4.05857 5.11994 1.81958 -0.019 0.007 0.023 0.06
H 0.46272 6.02347 1.72356 -0.012 0.015 0.016 0.09
H -0.05951 4.84074 0.52229 -0.021 -0.020 0.024 0.06
H 0.91318 6.24796 0.03734 -0.057 -0.047 0.103 0.05
H 1.20067 4.50599 3.09528 0.030 0.044 0.018 0.09
H 2.59560 3.46065 2.85780 0.013 -0.044 -0.010 0.06
H 1.03698 3.04983 2.12224 0.047 -0.009 -0.025 0.04
H 3.92664 5.88335 -1.56262 -0.019 -0.007 -0.025 0.06
H 2.36157 6.59211 -1.13757 0.083 -0.029 -0.092 0.06
H 2.80729 6.38963 -2.82496 0.011 0.000 -0.015 0.09
H 3.96896 3.75268 -2.98952 -0.035 -0.025 -0.012 0.06
H 2.64779 4.31152 -4.00240 0.012 0.039 -0.011 0.08
H 2.49879 2.77077 -3.17842 -0.065 -0.098 0.026 0.02
H 0.23198 5.46554 -1.69931 -0.028 -0.097 -0.030 0.06
H 0.19714 3.76523 -2.20597 0.010 -0.033 0.040 0.06
H 0.67923 5.01850 -3.34341 0.024 0.057 -0.011 0.08
H 4.16652 1.81540 -2.16826 -0.011 -0.039 0.019 0.06
H 3.27653 0.87825 -0.97698 0.053 0.006 0.025 0.02
H 5.04233 1.00104 -0.87478 0.020 0.008 -0.005 0.08
H 5.23907 4.02394 -1.52746 0.002 -0.002 0.000 0.06
H 6.13399 3.21657 -0.24955 0.006 -0.005 -0.011 0.09
H 5.15735 4.63342 0.12682 0.040 -0.055 -0.050 0.06
H 3.35662 1.64274 1.56100 -0.044 -0.038 -0.020 0.07
H 4.39215 3.02109 1.96574 -0.002 0.011 0.019 0.06
H 5.09477 1.57642 1.25012 0.000 0.002 -0.001 0.08
N 1.02224 -1.13533 -0.29246 -0.003 0.789 0.466 -0.09
C 0.98833 -2.25792 -0.79333 0.012 -0.277 0.027 -0.66
C 1.96258 -3.33640 -0.42316 -0.029 0.055 -0.019 -0.26
C 1.56413 -4.64480 -0.17402 -0.014 -0.016 -0.059 -0.08
C 2.46572 -5.56522 0.34168 0.032 -0.006 0.004 -0.09
C 3.78144 -5.19406 0.58465 0.002 -0.033 -0.004 -0.11
C 4.19281 -3.89823 0.30005 -0.006 0.028 -0.008 -0.09
C 3.28609 -2.97217 -0.19373 0.026 0.013 0.011 -0.05
H 0.53821 -4.93605 -0.36346 0.006 -0.007 0.006 0.09
H 2.13847 -6.57433 0.56031 0.004 -0.006 0.005 0.10
H 4.48148 -5.90687 1.00085 -0.007 -0.005 0.002 0.10
H 5.22037 -3.60644 0.47832 0.007 0.003 0.000 0.10
H 3.57618 -1.94660 -0.38825 0.004 -0.002 0.007 0.11
O -1.75971 0.57404 -1.70447 -0.036 -0.026 0.093 -0.17
C -2.30680 -0.31877 -0.97614 0.085 0.022 -0.042 -0.66
O -1.81339 -0.62282 0.13278 -0.080 -0.085 -0.022 -0.11
C -3.51239 -1.01617 -1.50185 -0.002 -0.075 -0.014 -0.11
C -4.10275 -2.03109 -0.76063 -0.011 0.027 -0.015 0.01
C -5.19124 -2.72378 -1.26997 -0.011 0.020 -0.004 -0.05
C -5.68802 -2.40876 -2.52505 -0.014 -0.059 -0.002 0.00
C -5.07538 -1.39838 -3.24499 0.201 -0.174 -0.202 -0.13
C -3.99051 -0.69277 -2.76315 0.023 -0.035 -0.056 0.08
N -5.60124 -1.07128 -4.58872 -0.699 0.766 0.707 -0.35
O -5.12199 -0.11770 -5.16307 0.258 -0.262 -0.237 0.08
O -6.58978 -1.67655 -4.96446 0.243 -0.292 -0.253 0.05
H -3.68291 -2.26799 0.20751 0.005 -0.004 0.007 0.12
H -5.65064 -3.51633 -0.69496 -0.009 -0.003 0.005 0.10
H -6.53045 -2.93100 -2.95400 0.015 0.000 0.011 0.11
H -3.50880 0.07344 -3.35254 0.014 0.005 -0.006 0.14
```
Positions in Å, forces in eV/Å.

---

No. 2
ORCA calculation (ωB97M-V with the def2-TZVPD basis set) on a molecular structure, C44H48Br2GeN3O4RhSi2.

The highest occupied orbital energy (alpha / beta) is -5.460 / -8.691 eV. The energy above the lowest of the compared OMol25 structures with the same formula, charge and spin comes out at 3.816 eV. Its total charge is 0. The calculation puts the orbital gap (alpha / beta) at 0.177 / 0.204 Ha. The energy comes out at -10084.918152 hartree. For the largest force on an atom, the calculation gives 5.96 eV/A. Its spin multiplicity is 5. The calculation puts the LUMO energy (alpha / beta) at -0.636 / -3.127 eV.

Geometry as XYZ:
```
105
Properties=species:S:1:pos:R:3:forces:R:3:mulliken_spin:R:1
Rh 0.41006 -1.73786 1.91106 -0.444 -1.381 -1.092 1.52
C -2.95544 -1.78987 5.00276 -0.286 -1.199 0.603 0.02
Si -1.22789 -1.61305 4.27490 -2.082 -0.935 -0.840 0.01
C 0.00612 -1.47118 5.60926 0.216 0.921 -0.169 0.02
C -1.69744 -0.06417 3.32832 0.975 1.686 -0.717 0.07
C -0.83346 -3.19731 3.24710 0.152 2.601 -0.590 0.16
C -1.67612 -3.36982 2.03770 0.483 0.841 -1.300 0.06
C -2.82405 -4.10490 1.83835 0.279 -1.326 1.544 0.03
C -3.32043 -4.22815 0.54552 -2.385 -0.658 1.520 0.01
C -2.74782 -3.54005 -0.45022 1.521 1.158 -3.157 -0.01
C -1.60031 -2.77892 -0.25908 0.247 0.563 2.658 0.02
N -1.12265 -2.65448 1.01678 -1.290 -1.317 -1.031 -0.13
Si 0.09037 -4.68839 3.80465 2.555 -1.516 1.781 -0.07
C -0.45736 -5.51717 5.49896 -0.115 0.010 0.030 0.03
C 2.02586 -4.50586 4.03535 -0.099 -3.120 -1.124 0.04
C 0.29767 -6.11584 2.62351 -1.398 -1.060 -0.347 0.01
H -3.07264 -1.09744 5.83147 0.065 0.194 0.276 0.00
H -3.05981 -2.80998 5.42658 -0.180 0.416 -0.080 0.00
H -3.81950 -1.59852 4.34721 0.538 -0.163 -0.109 0.00
H 0.34710 -0.42521 5.67744 -0.051 -0.443 0.284 0.00
H 0.84789 -2.11215 5.37801 0.226 -0.173 0.416 0.00
H -0.55514 -1.73951 6.49436 0.380 -0.208 0.511 0.00
H -2.30643 -0.24076 2.44216 -0.650 -0.384 0.321 0.00
H -0.90564 0.48805 2.78007 -0.116 0.071 0.634 -0.01
H -2.20825 0.66918 4.04007 0.612 -1.035 -0.885 0.01
H -3.14310 -4.66170 2.76202 -0.252 0.497 -1.331 0.00
H -4.29266 -4.71890 0.30573 1.030 0.030 0.541 0.00
H -3.12601 -3.57912 -1.48519 0.055 -0.075 0.702 0.00
H -1.09804 -2.15539 -0.98279 -0.135 -0.212 -0.220 0.01
H -0.16864 -5.02373 6.47435 -0.051 -0.366 -1.230 0.00
H 0.08913 -6.48300 5.39074 -0.145 0.599 0.364 0.00
H -1.51625 -5.81994 5.62401 0.354 0.347 -0.318 0.00
H 2.45440 -4.75139 3.01916 -0.539 0.449 0.707 0.00
H 2.55274 -5.31472 4.67087 -1.331 1.109 -0.584 0.00
H 2.43748 -3.61266 4.30196 1.080 2.679 0.962 0.00
H 0.60404 -5.83116 1.58619 -0.350 -0.403 1.174 0.00
H -0.68016 -6.64585 2.62906 0.284 0.112 -0.576 0.00
H 0.96801 -6.89251 3.07069 -0.169 0.925 -0.270 0.00
O -1.66579 0.02932 0.09907 3.075 0.952 0.391 0.00
C -0.47323 0.47567 0.07473 -1.928 0.065 -1.065 -0.02
O 0.59894 -0.05933 0.58697 -1.788 0.587 0.668 0.07
C -0.17446 1.82406 -0.71773 0.525 -1.674 -0.225 0.01
C -1.13640 1.97139 -1.95994 -0.721 1.034 1.508 0.00
Ge -0.94955 3.44403 -3.23196 -0.251 0.335 1.253 0.00
C -2.63070 3.83971 -4.17909 0.645 1.277 0.455 0.00
C -3.36928 2.83457 -4.71258 -1.389 -2.138 -1.540 0.00
C -4.43792 3.01603 -5.61812 0.240 -0.497 0.738 0.00
C -4.90277 4.29811 -5.77113 -1.577 0.918 0.562 0.00
C -4.28366 5.40513 -5.11926 1.424 -1.459 -0.937 0.00
C -3.06456 5.15907 -4.42036 -0.290 1.710 -0.488 0.00
C 0.64652 3.41026 -4.26718 0.100 -0.617 -1.114 0.00
C 0.74889 4.38437 -5.30767 -0.043 -1.941 0.919 0.00
C 1.98915 4.80819 -5.69923 1.678 -0.773 1.395 0.00
C 3.19169 4.22103 -5.14146 -2.516 0.778 0.042 0.00
C 2.99353 3.10279 -4.33137 0.927 -0.123 -0.540 0.00
C 1.75776 2.66830 -3.85124 -0.182 2.000 -0.874 0.00
C -0.52387 4.99701 -2.13838 -0.581 0.980 -0.202 0.00
C 0.61061 5.79031 -2.30483 -0.718 1.572 2.115 0.00
C 0.63229 7.03534 -1.54840 1.947 -1.045 -1.628 0.00
C -0.40532 7.52574 -0.76648 0.957 0.772 0.714 0.00
C -1.45875 6.67931 -0.52411 -1.072 -1.431 -1.959 0.00
C -1.52933 5.47130 -1.29612 -0.770 0.389 1.493 0.00
H 0.91092 1.67193 -1.01558 -1.238 0.678 0.267 0.00
H -0.23729 2.60623 0.07771 -0.032 -0.188 -1.023 0.00
H -2.19305 2.03686 -1.60568 0.721 0.022 0.025 0.00
H -1.16874 1.12572 -2.59016 0.385 -1.536 -0.351 0.00
H -3.22432 1.77795 -4.50155 0.754 0.091 0.186 0.00
H -4.91813 2.12589 -6.10667 0.435 1.108 0.655 0.00
H -5.92322 4.41148 -6.21021 1.172 0.262 -0.170 0.00
H -4.61085 6.39313 -5.44644 0.088 -0.098 0.714 0.00
H -2.42848 6.05871 -4.10613 -1.040 -1.476 -0.239 0.00
H -0.17912 4.66164 -5.80001 0.187 0.648 0.206 0.00
H 2.03129 5.67114 -6.29240 0.365 0.941 -1.095 0.00
H 4.13885 4.76847 -5.20311 -0.214 -0.760 -0.436 0.00
H 3.84190 2.49228 -4.10482 0.624 -0.028 0.553 0.00
H 1.74913 1.92739 -3.07236 -0.293 -0.315 -0.018 0.00
H 1.43677 5.42163 -2.91327 -0.046 0.548 0.208 0.00
H 1.58344 7.59781 -1.60091 -0.741 -0.073 -0.114 0.00
H -0.32132 8.55161 -0.28753 -0.096 -1.497 -0.614 0.00
H -2.34531 6.98391 0.01639 0.144 -0.026 0.274 0.00
H -2.44737 4.85283 -1.19011 0.605 0.505 0.005 0.00
Br 3.99153 -5.89978 -4.30442 -0.442 0.594 0.467 0.08
C 3.16412 -4.43543 -3.38588 -0.915 -5.475 2.169 0.36
C 3.50922 -3.18659 -3.85975 1.336 3.464 -1.935 0.58
N 3.18651 -2.05965 -3.21865 -0.122 1.288 0.675 -0.14
C 2.44834 -2.15222 -2.14530 0.935 1.856 -1.621 0.34
C 1.98918 -3.43312 -1.71534 -2.121 -1.987 3.779 0.31
C 2.44101 -4.61399 -2.22698 1.068 -2.035 -2.438 -0.02
C 1.47109 -3.58253 -0.33350 0.825 3.311 0.237 0.15
O 1.11142 -4.59314 0.22168 -0.375 -0.948 -0.215 0.08
O 1.58354 -2.38616 0.25815 -0.130 -1.219 0.285 0.23
H 4.21287 -3.11985 -4.67166 -0.072 0.180 -0.266 0.03
H 2.17477 -1.28420 -1.54035 0.232 -0.155 -0.456 0.16
H 2.21247 -5.59522 -1.73493 0.289 1.169 -0.662 0.03
Br 5.61883 1.13165 4.84553 0.417 -0.124 0.320 0.00
C 4.15124 0.24318 4.12412 -0.776 0.510 -0.835 0.00
C 4.30127 -0.79769 3.19453 1.100 0.247 1.588 0.00
C 3.17757 -1.29198 2.62653 -1.844 -1.158 -0.899 -0.01
N 1.91224 -0.88777 2.94587 2.440 1.356 -0.527 0.01
C 1.82277 0.27558 3.63621 -0.010 -1.623 -0.495 -0.02
C 2.89221 0.84342 4.28855 0.351 -0.208 -0.209 0.00
H 5.25288 -1.32433 3.04115 -0.369 0.694 -0.178 0.00
H 3.23008 -2.01387 1.79063 -0.104 0.106 0.843 0.00
H 0.83918 0.67555 3.55652 -0.430 0.590 0.663 0.00
H 2.73112 1.75324 4.85691 0.260 -0.143 -0.063 0.00
```
Positions in Å, forces in eV/Å.